Record 1
Here is the molecule C2H4N2O2S from OMol25. Energies are from the ωB97M-V functional and the def2-TZVPD basis.

```
! wB97M-V def2-TZVPD RIJCOSX def2/J DEFGRID3
* xyz 0 1
C 0.788 -0.881 -0.206
C 0.403 -0.427 0.921
N -1.354 2.511 -0.843
N -0.679 3.396 -1.066
O 0.302 1.969 2.288
O -1.044 1.422 0.101
S 0.469 1.470 0.923
H 0.882 -1.881 -0.584
H 1.039 -0.239 -1.141
H 0.197 -0.958 1.909
H -2.269 2.105 -1.214
*
```

Values from the calculation:
Frontier orbital gap, eV: 10.37

***

Record 2
Here is a structure of composition C2H4N2O2S from OMol25. Energies are from the ωB97M-V functional and the def2-TZVPD basis.

```
! wB97M-V def2-TZVPD RIJCOSX def2/J DEFGRID3
* xyz 0 1
C 0.348 -0.977 0.689
C -0.272 1.374 0.794
N -0.008 0.249 0.287
N -0.361 -1.893 1.200
O 0.720 -0.239 -2.626
O -0.609 1.728 -1.756
S -0.492 0.267 -1.962
H 1.358 -1.196 0.243
H -0.128 1.384 1.820
H -0.543 2.161 0.021
H -0.012 -2.858 1.289
*
```

Values from the calculation:
Frontier orbital gap, eV: 9.98

***

Record 3
Here is a structure of composition C2H4N2O2S from OMol25. Energies are from the ωB97M-V functional and the def2-TZVPD basis.

```
! wB97M-V def2-TZVPD RIJCOSX def2/J DEFGRID3
* xyz 0 1
C -0.148 1.161 0.186
C -1.152 -1.012 0.696
H 2.191 0.479 -0.529
H -1.006 1.564 0.640
H -0.296 -1.475 -1.646
H -1.483 -0.448 1.748
N 0.978 1.875 0.098
N -0.135 -0.389 0.151
O 2.285 1.345 -0.242
O 0.649 -0.926 -0.944
S -1.884 -2.174 -0.159
*
```

Values from the calculation:
Frontier orbital gap, eV: 8.88

***

Record 4
Here is a cluster of 2 separate species, C2H4N2O2S in total from OMol25. Energies are from the ωB97M-V functional and the def2-TZVPD basis.

```
! wB97M-V def2-TZVPD RIJCOSX def2/J DEFGRID3
* xyz 0 1
C 0.530 -0.500 1.388
C 0.535 -0.254 0.107
N 4.243 1.642 1.607
N 3.416 1.291 2.235
O 1.350 2.142 0.612
O 2.666 0.880 3.007
S 1.224 1.292 -0.584
H 0.186 -1.315 1.965
H 0.921 0.320 1.973
H 0.244 -0.780 -0.795
H 0.107 1.971 -1.059
*
```

Values from the calculation:
Frontier orbital gap, eV: 9.90

***

Record 5
Here is the molecule C2H4N2O2S from OMol25. Energies are from the ωB97M-V functional and the def2-TZVPD basis.

```
! wB97M-V def2-TZVPD RIJCOSX def2/J DEFGRID3
* xyz 0 1
C -1.195 0.952 0.130
C 1.197 0.706 -0.149
H -1.992 -1.220 -0.026
H -1.004 1.974 0.357
H 0.718 -1.617 0.350
H 1.169 1.833 -0.228
N -2.429 0.643 0.108
N -0.052 0.151 -0.122
O -2.773 -0.629 -0.163
O -0.173 -1.224 0.103
S 2.628 -0.103 0.015
*
```

Values from the calculation:
Frontier orbital gap, eV: 8.94
SMILES string: O/N=C\N(O)C=S

***

Record 6
Here is the molecule C2H4N2O2S from OMol25. Energies are from the ωB97M-V functional and the def2-TZVPD basis.

```
! wB97M-V def2-TZVPD RIJCOSX def2/J DEFGRID3
* xyz 0 1
C -1.795 -0.503 0.357
C 1.499 0.389 0.519
H -1.486 2.356 -0.496
H -2.553 -1.094 0.887
H -0.706 -2.158 0.682
H 0.900 0.689 1.404
N -2.117 0.710 0.060
N -0.651 -1.245 0.281
O -1.006 1.475 -0.431
O 2.543 0.861 0.280
S 0.793 -0.879 -0.557
*
```

Values from the calculation:
Frontier orbital gap, eV: 9.42
SMILES string: O=CSN/C=N\O

***

Record 7
Here is the molecule C2H4N2O2S2 from OMol25. Energies are from the ωB97M-V functional and the def2-TZVPD basis.

```
! wB97M-V def2-TZVPD RIJCOSX def2/J DEFGRID3
* xyz 0 1
C -0.757 -0.865 0.069
C 0.725 -0.839 -0.284
H 0.227 1.004 1.985
H -2.074 0.223 1.167
H 2.005 0.212 -1.490
H 0.077 1.715 -0.789
N -1.101 0.022 1.021
N 1.060 0.119 -1.135
O -0.318 1.166 1.193
O 0.167 1.074 -1.555
S -1.795 -1.931 -0.582
S 1.784 -1.899 0.400
*
```

Values from the calculation:
Frontier orbital gap, eV: 8.72
SMILES string: ONC(=S)C(=S)NO

***

Record 8
Here is a cluster of 2 separate species, C2H4N2O3 in total from OMol25. Energies are from the ωB97M-V functional and the def2-TZVPD basis.

```
! wB97M-V def2-TZVPD RIJCOSX def2/J DEFGRID3
* xyz 0 1
C -0.652 0.659 0.011
C 1.304 -0.830 -0.077
H 1.313 1.649 0.863
H -0.110 2.577 -0.260
H -1.806 -0.972 -0.044
H 1.786 -1.985 -0.543
N 0.239 1.657 -0.117
N -0.092 -0.668 0.206
O -1.868 0.626 -0.029
O -1.037 -1.620 -0.012
O 2.139 0.099 0.010
*
```

Values from the calculation:
Frontier orbital gap, eV: 9.51

***

Record 9
Here is a cluster of 2 separate species, C2H4N2O3 in total from OMol25. Energies are from the ωB97M-V functional and the def2-TZVPD basis.

```
! wB97M-V def2-TZVPD RIJCOSX def2/J DEFGRID3
* xyz 0 1
N 0.954 1.196 -0.566
C 2.108 0.928 -0.502
C -1.117 -1.377 0.222
N -1.551 -0.100 0.298
O 0.216 -1.487 0.519
O 3.274 0.853 -0.396
O -1.854 -2.334 0.111
H 0.582 -0.608 0.710
H 0.863 2.179 -0.850
H -2.538 0.049 0.145
H -0.939 0.701 0.309
*
```

Values from the calculation:
Frontier orbital gap, eV: 10.20
SMILES string: NC(=O)O.N=C=O

***

Record 10
Here is the molecule C2H4N2OS from OMol25. Energies are from the ωB97M-V functional and the def2-TZVPD basis.

```
! wB97M-V def2-TZVPD RIJCOSX def2/J DEFGRID3
* xyz 0 1
C -0.878 1.433 -0.021
C 1.752 -0.925 -0.033
H -1.396 -1.475 0.112
H -0.747 2.562 -0.169
H 2.027 -1.955 -0.077
H 2.660 -0.241 -0.174
N -1.944 0.794 -0.080
N 0.548 -0.416 0.073
O 0.466 0.983 0.277
S -2.488 -0.760 0.091
*
```

Values from the calculation:
Frontier orbital gap, eV: 9.49
SMILES string: C=NO/C=N\S

***

Record 11
Here is the molecule C2H4N2OS from OMol25. Energies are from the ωB97M-V functional and the def2-TZVPD basis.

```
! wB97M-V def2-TZVPD RIJCOSX def2/J DEFGRID3
* xyz 0 1
C 0.913 -0.075 0.054
C -1.402 0.753 -0.020
H 3.879 -0.218 0.045
H 0.565 -1.142 0.121
H 0.360 1.777 0.069
H -1.991 1.722 -0.114
N 2.108 0.408 0.107
N -0.062 0.889 -0.067
O 2.979 -0.722 -0.093
S -2.377 -0.594 0.009
*
```

Values from the calculation:
Frontier orbital gap, eV: 8.70
SMILES string: O/N=C/NC=S

***

Record 12
Here is a cluster of 2 separate species, C2H4N2OS in total from OMol25. Energies are from the ωB97M-V functional and the def2-TZVPD basis.

```
! wB97M-V def2-TZVPD RIJCOSX def2/J DEFGRID3
* xyz 0 1
C -0.655 0.935 -1.482
C 0.197 -0.200 0.173
N -1.050 1.490 -2.400
N -0.865 -0.111 1.056
O 0.523 -1.426 -0.267
S 1.668 0.805 0.486
H -1.112 0.842 1.284
H -0.800 -0.691 1.885
H -0.212 -2.040 -0.135
H 2.307 0.395 -0.600
*
```

Values from the calculation:
Frontier orbital gap, eV: 9.70

***

| no. | highest occupied orbital energy (Ha) | E_tot (eV) | E_LUMO (eV) |
| --- | --- | --- | --- |
| 1 | -0.3563 | -20043.750 | 0.679 |
| 2 | -0.3726 | -20046.814 | -0.160 |
| 3 | -0.3482 | -20042.721 | -0.597 |
| 4 | -0.3443 | -20044.632 | 0.533 |
| 5 | -0.3384 | -20045.276 | -0.264 |
| 6 | -0.3294 | -20046.663 | 0.461 |
| 7 | -0.3180 | -30880.957 | 0.067 |
| 8 | -0.3536 | -11257.307 | -0.112 |
| 9 | -0.3794 | -11261.806 | -0.123 |
| 10 | -0.3221 | -17998.075 | 0.724 |
| 11 | -0.3221 | -17999.344 | -0.069 |
| 12 | -0.3605 | -17999.145 | -0.108 |